# 1
Here is one molecule with the formula C5H11NO2 at a distorted geometry from the Open Molecules 2025 dataset. Energies are from the ωB97M-V functional and the def2-TZVPD basis.

The HOMO energy comes out at -9.4 eV. The SMILES is CC(=O)CNCCO. For the frontier orbital gap, the calculation gives 10.16 eV. The energy comes out at -402.27922 Ha. The value obtained for the LUMO energy is 0.7 eV. The calculation puts the energy relative to the best compared isomer or geometry (same formula, charge and spin) at 62.1 kcal per mole.

Structure (ORCA input):
```
! wB97M-V def2-TZVPD RIJCOSX def2/J DEFGRID3
* xyz 0 1
C 0.399 -2.772 -0.419
C 0.291 -1.265 -0.568
O 1.181 -0.575 -0.961
C -0.945 -0.751 -0.003
N -1.131 0.694 0.085
C -0.175 1.192 1.007
C 0.377 2.509 0.292
O 0.833 2.360 -1.019
H -0.490 -3.182 -1.069
H 0.019 -3.023 0.667
H 1.346 -3.426 -0.672
H -1.743 -1.033 -0.737
H -1.146 -1.319 1.012
H -0.834 0.971 -0.846
H 0.738 0.494 1.207
H -0.704 1.471 1.902
H 1.265 2.961 0.850
H -0.591 3.149 0.301
H 1.311 1.543 -1.032
*
```


# 2
Here is C2H8N2OS2 as an isolated structure at a distorted geometry from the Open Molecules 2025 dataset. Energies are from the ωB97M-V functional and the def2-TZVPD basis.

The HOMO energy comes out at -8.2 eV. For the frontier orbital gap, the calculation gives 8.90 eV. The energy comes out at -1061.98241 Ha. The value obtained for the LUMO energy is 0.7 eV. The calculation puts the energy relative to the best compared isomer or geometry (same formula, charge and spin) at 113.0 kcal per mole.

Structure (ORCA input):
```
! wB97M-V def2-TZVPD RIJCOSX def2/J DEFGRID3
* xyz 0 1
C -0.530 -0.671 -0.652
C 0.550 -0.239 1.397
N -1.971 -0.691 -0.614
N 1.731 0.976 0.411
O 0.091 -1.198 0.544
S -2.634 0.885 -0.106
S 2.753 0.237 -0.703
H -0.144 0.431 -0.831
H -0.294 -1.279 -1.503
H -0.095 0.561 1.840
H 1.163 -0.686 2.197
H -2.414 -1.377 0.015
H 2.353 1.289 1.148
H -2.427 1.216 -1.297
H 1.869 0.544 -1.846
*
```


# 3
Here is one molecule with the formula C4H5NO2S at a distorted geometry from the Open Molecules 2025 dataset. Energies are from the ωB97M-V functional and the def2-TZVPD basis.

The HOMO energy comes out at -8.6 eV. For the frontier orbital gap, the calculation gives 7.96 eV. The energy comes out at -758.64655 Ha. The value obtained for the LUMO energy is -0.6 eV. The calculation puts the energy relative to the best compared isomer or geometry (same formula, charge and spin) at 146.6 kcal per mole.

Structure (ORCA input):
```
! wB97M-V def2-TZVPD RIJCOSX def2/J DEFGRID3
* xyz 0 1
C -1.332 0.240 1.328
C 0.855 0.329 -1.693
C -0.578 -1.164 -0.543
C -0.567 1.022 2.419
N 0.310 -0.910 -1.524
O -0.496 -0.325 0.445
O 1.746 0.229 -2.695
S -1.490 -2.587 -0.356
H 0.286 0.415 2.740
H -1.281 1.406 3.155
H -0.099 1.816 1.882
H 0.642 -1.657 -2.239
H 2.003 1.185 -2.920
*
```


# 4
Here is a 3-piece molecular cluster, C23H28F6N2O8 overall at a distorted geometry from the Open Molecules 2025 dataset. Energies are from the ωB97M-V functional and the def2-TZVPD basis.

The HOMO energy comes out at -8.3 eV. The SMILES is Cc1cccc(C[C@]2(C(=O)C(F)(F)C(F)(F)C(F)(F)C(=O)O)OC(=O)O[C@]2(N)CN)c1.CC(C)=O.CC(C)=O. For the frontier orbital gap, the calculation gives 7.43 eV. The energy comes out at -2203.58621 Ha. The value obtained for the LUMO energy is -0.9 eV.

Structure (ORCA input):
```
! wB97M-V def2-TZVPD RIJCOSX def2/J DEFGRID3
* xyz 0 1
C -0.023 2.103 3.753
C -0.536 0.972 2.745
C -0.899 -0.485 3.150
C -1.419 -1.514 2.090
C -1.520 -1.058 0.607
C -1.124 0.383 0.122
C -1.196 0.811 -1.435
C 0.254 0.481 -2.111
C 0.435 -0.915 -2.866
O 0.019 -0.978 -4.054
C 1.061 -2.262 -2.257
F 0.908 -2.386 -0.842
F 0.279 -3.341 -2.809
C 2.584 -2.559 -2.705
F 2.616 -3.828 -3.385
F 3.093 -1.619 -3.645
C 3.631 -2.682 -1.496
F 4.907 -2.963 -2.111
F 3.386 -3.814 -0.649
C 3.855 -1.327 -0.655
O 3.342 -1.071 0.445
O 4.768 -0.374 -1.221
O 1.266 0.498 -1.041
C 1.877 1.786 -0.950
O 2.697 2.030 -0.053
O 1.342 2.592 -1.997
C 0.928 1.620 -3.025
N 2.256 1.238 -3.598
C 0.030 2.434 -4.076
N 0.753 3.746 -4.317
C -0.656 1.371 1.249
H -0.385 1.974 4.826
H -0.368 3.134 3.367
H 1.129 2.115 3.759
H -0.789 -0.817 4.231
H -1.705 -2.590 2.345
H -1.897 -1.770 -0.217
H -1.484 1.916 -1.553
H -2.038 0.195 -1.935
H 4.258 0.408 -1.545
H 2.149 1.111 -4.617
H 2.953 1.987 -3.471
H -1.024 2.680 -3.722
H 0.027 1.882 -5.089
H 0.191 4.366 -4.913
H 1.670 3.549 -4.762
H -0.387 2.429 0.925
C -2.106 -5.974 4.277
C -0.891 -5.223 3.803
C 0.214 -6.023 3.165
O -0.804 -4.015 3.930
H -2.819 -5.271 4.715
H -2.584 -6.478 3.434
H -1.820 -6.702 5.040
H -0.161 -6.529 2.273
H 0.604 -6.753 3.878
H 1.024 -5.352 2.873
C -4.196 3.996 0.776
C -3.102 4.379 1.737
C -2.225 5.544 1.362
O -2.934 3.770 2.776
H -4.746 3.141 1.175
H -4.889 4.830 0.649
H -3.763 3.714 -0.187
H -2.830 6.448 1.261
H -1.705 5.331 0.425
H -1.482 5.706 2.146
*
```